# 1
Molecular formula: C5H15N2O
Method: DFT, ωB97M-V/def2-TZVPD

Values from the calculation:
E_HOMO (alpha / beta)   -17.0 / -17.0 eV
Kohn-Sham gap (alpha / beta)   0.3719 / 0.2449 hartree
ΔE to the lowest compared entry with this formula, charge and spin   0.8972 eV
Net charge   +2
2S+1   2

```
23
Properties=species:S:1:pos:R:3:mulliken_charge:R:1
O -0.422 -1.268 3.986 -0.64
N -0.478 -2.084 0.839 -0.30
N -0.271 1.877 -3.300 -0.31
C 0.226 1.336 -0.718 -0.64
C -0.628 -0.881 0.254 0.03
C -0.716 1.317 -1.939 -0.73
C 0.391 0.012 0.024 0.26
C 1.792 -0.236 0.481 -1.26
H -0.937 0.266 -2.121 0.44
H 0.736 1.725 -3.483 0.38
H 1.268 1.621 -0.895 0.50
H 1.941 0.375 1.382 0.35
H 0.351 -2.631 0.650 0.27
H -0.814 1.423 -4.042 0.38
H -0.267 2.903 -3.496 0.38
H 0.157 -0.862 4.654 0.33
H 1.853 -1.308 0.776 0.32
H -1.647 -0.523 0.132 0.47
H -1.610 1.871 -1.632 0.33
H 2.559 0.000 -0.273 0.42
H 0.028 -2.143 4.083 0.32
H -0.168 2.167 -0.096 0.39
H -1.280 -2.722 0.807 0.32
```


# 2
Molecular formula: C3H6BrCl3Si
Method: DFT, ωB97M-V/def2-TZVPD

Values from the calculation:
E_HOMO   -9.3 eV
Kohn-Sham gap   0.3534 hartree
ΔE to the lowest compared entry with this formula, charge and spin   1.5163 eV
2S+1   1

```
14
Properties=species:S:1:pos:R:3:mulliken_charge:R:1
Br 1.126 0.171 2.009 -0.15
Cl 1.151 -3.500 1.400 -0.18
Cl -1.103 -3.404 -0.995 -0.20
Cl 1.835 -1.952 -1.389 -0.20
Si 0.398 -2.438 -0.110 0.83
C -0.518 2.145 -0.002 -0.93
C -0.058 0.862 -0.567 -0.11
C -0.140 -0.205 0.510 -0.85
H -0.973 1.930 1.016 0.31
H -0.650 0.302 -1.402 0.22
H 0.392 2.813 0.114 0.26
H -1.212 -0.240 0.945 0.46
H -1.292 2.769 -0.663 0.28
H 1.044 0.747 -0.867 0.25
```


# 3
Molecular formula: C5H10N2O
Method: DFT, ωB97M-V/def2-TZVPD

Values from the calculation:
E_HOMO   -7.5 eV
Kohn-Sham gap   0.3053 hartree
ΔE to the lowest compared entry with this formula, charge and spin   0.2756 eV
Structure (SMILES)   C/C=C(\N)NC(C)=O
2S+1   1

```
18
Properties=species:S:1:pos:R:3:mulliken_charge:R:1
O 0.340 -2.169 -1.292 -0.68
N -1.099 0.168 -1.355 -0.54
N 0.234 -0.641 0.450 -0.17
C -1.065 2.838 -0.038 -1.31
C 0.617 -1.829 -0.144 0.82
C 1.506 -2.678 0.730 -0.99
C -0.451 1.567 0.459 -0.22
C -0.468 0.372 -0.158 0.33
H -0.285 3.467 -0.479 0.26
H 0.589 -0.453 1.378 0.20
H -1.087 0.969 -1.975 0.20
H -1.848 2.676 -0.782 0.36
H -0.745 -0.678 -1.813 0.36
H 0.078 1.678 1.402 0.23
H 1.625 -2.255 1.731 0.26
H 1.074 -3.677 0.822 0.29
H 2.494 -2.742 0.265 0.27
H -1.509 3.386 0.798 0.34
```


# 4
Molecular formula: C14H25CsN3O8
Method: DFT, ωB97M-V/def2-TZVPD

Values from the calculation:
E_HOMO   -4.6 eV
Kohn-Sham gap   0.2342 hartree
ΔE to the lowest compared entry with this formula, charge and spin   0.0000 eV
Net charge   -1
2S+1   1

```
51
Properties=species:S:1:pos:R:3:mulliken_charge:R:1
Cs 0.680 -0.150 -1.672 1.25
O 1.249 1.155 1.276 -0.18
O -0.550 -4.483 -0.843 -0.84
O 2.477 2.307 -0.801 -0.65
O 0.094 -0.293 -4.286 -0.82
O -1.037 -0.154 1.899 -0.78
O -0.055 -2.363 -0.290 -0.52
O -2.020 0.337 -4.699 -0.74
O -2.875 0.710 -0.273 -0.53
N -2.109 -1.509 -2.140 0.62
N 0.059 -2.050 2.448 0.10
N 2.994 4.152 0.396 0.10
C 3.124 4.845 1.665 -1.03
C -3.789 -0.230 -0.794 -0.59
C -3.390 -0.824 -2.139 -0.74
C -1.639 -1.739 -3.516 -0.60
C -0.767 -3.263 -0.810 0.09
C -1.175 -2.824 2.408 -1.18
C 1.342 -0.003 2.078 -0.80
C 3.250 4.931 -0.804 -1.08
C -1.159 -0.444 -4.266 0.31
C 2.227 2.110 1.562 -0.73
C 2.550 2.874 0.277 0.60
C 0.010 -0.757 2.088 0.87
C -2.131 -2.759 -1.385 -0.61
C 1.245 -2.893 2.458 -1.06
H -1.514 -3.054 3.422 0.31
H -2.143 0.243 0.156 0.23
H 2.646 5.842 -0.795 0.38
H 4.305 5.208 -0.864 0.32
H -2.748 -2.612 -0.493 0.28
H -2.443 -2.212 -4.106 0.31
H 2.982 4.334 -1.669 0.33
H -0.807 -2.442 -3.449 0.48
H -3.990 -1.020 -0.058 0.28
H 1.115 -3.654 3.228 0.36
H 3.171 1.640 1.877 0.40
H 1.341 -3.370 1.478 0.28
H 1.528 0.271 3.127 0.34
H 3.541 4.193 2.431 0.39
H -4.731 0.305 -0.943 0.45
H -4.206 -1.493 -2.476 0.22
H -0.999 -3.745 1.853 0.48
H -3.318 -0.014 -2.865 0.39
H 2.178 -0.614 1.732 0.46
H 2.147 -2.338 2.700 0.41
H 2.168 5.243 2.019 0.30
H -1.944 -2.249 1.902 0.21
H 1.889 2.759 2.376 0.37
H -2.586 -3.581 -1.958 0.19
H 3.813 5.677 1.536 0.35
```


# 5
Molecular formula: C5HCl5O3
Method: DFT, ωB97M-V/def2-TZVPD

Values from the calculation:
E_HOMO   -9.7 eV
Kohn-Sham gap   0.3482 hartree
2S+1   1

```
14
Properties=species:S:1:pos:R:3:mulliken_charge:R:1
Cl 0.069 2.988 0.731 -0.11
Cl 4.707 -0.546 -0.365 -0.17
Cl 2.756 1.460 1.935 -0.11
Cl 1.384 2.570 -1.717 -0.10
Cl -1.403 1.657 -1.460 -0.13
O 2.532 -1.475 -2.256 -0.53
O -0.061 -0.006 0.817 -0.40
O 0.890 -0.349 -1.227 -0.32
C 0.565 0.509 -0.257 -0.15
C 2.231 -0.768 -1.323 0.37
C 0.153 1.895 -0.673 0.79
C 3.036 -0.262 -0.211 0.39
C 2.474 0.584 0.613 0.10
H -0.560 -0.715 0.418 0.37
```


# 6
Molecular formula: C25H30N3O8
Method: DFT, ωB97M-V/def2-TZVPD

Values from the calculation:
E_HOMO   -2.4 eV
Kohn-Sham gap   0.1645 hartree
Net charge   -1
2S+1   1

```
66
Properties=species:S:1:pos:R:3:mulliken_charge:R:1
O -3.579 -5.696 -2.435 -0.70
O -2.861 -5.080 0.857 -0.13
O -1.521 -5.982 -1.494 -0.20
O -4.622 -3.229 -1.646 -0.69
O -3.887 -2.434 2.046 -0.58
O 0.289 -0.255 2.736 -0.70
O -5.460 -4.212 0.242 -0.28
O -3.437 0.988 5.055 -0.66
N -1.567 0.336 3.908 0.07
N -3.624 -0.817 3.651 0.03
N 4.447 -2.624 0.537 0.07
C -1.668 -1.630 2.419 -0.06
C -1.111 -6.757 -2.641 -0.80
C -0.894 -0.505 3.001 0.86
C 5.444 -2.775 1.568 -0.65
C -3.123 -1.676 2.649 0.10
C -1.112 -2.552 1.571 0.20
C 0.806 -2.900 0.042 -1.31
C -0.900 1.433 4.573 -1.13
C -2.769 -5.460 -1.545 0.00
C 2.163 -2.843 -0.240 0.85
C 4.060 -2.398 -1.858 -0.87
C 2.624 -2.886 -1.661 -0.93
C -2.913 0.219 4.259 0.55
C 5.024 -2.069 2.839 -0.85
C -3.160 -6.482 1.198 -0.90
C 4.965 -2.934 -0.772 -0.64
C 1.280 -2.689 2.397 -1.30
C -3.173 -4.630 -0.352 0.82
C 3.111 -2.714 0.813 0.16
C 3.627 -2.516 3.285 -0.89
C 0.315 -2.728 1.352 0.70
C -5.032 -0.825 3.979 -1.17
C -6.620 -3.353 0.214 -0.77
C 2.646 -2.659 2.158 0.81
C -4.504 -3.966 -0.685 0.33
H -1.869 -7.494 -2.931 0.32
H 6.378 -2.354 1.180 0.39
H 4.081 -1.301 -1.842 0.30
H -6.842 -3.132 1.261 0.18
H 3.234 -1.788 4.008 0.34
H -2.498 -7.147 0.634 0.21
H -5.490 0.108 3.627 0.33
H -4.221 -6.662 0.979 0.25
H -1.371 2.373 4.271 0.31
H -5.475 -1.689 3.492 0.33
H 0.154 1.421 4.312 0.35
H 5.758 -2.288 3.620 0.37
H -1.050 1.323 5.650 0.32
H 1.946 -2.274 -2.270 0.41
H 5.081 -4.028 -0.871 0.31
H -6.390 -2.442 -0.353 0.33
H -0.186 -7.263 -2.351 0.22
H 0.917 -2.646 3.428 0.48
H 5.025 -0.985 2.667 0.31
H 5.625 -3.847 1.765 0.30
H -7.453 -3.893 -0.255 0.28
H 5.962 -2.486 -0.836 0.39
H -1.786 -3.158 0.968 0.25
H -5.138 -0.866 5.066 0.32
H 0.086 -2.971 -0.776 0.51
H -2.944 -6.514 2.265 0.26
H 3.713 -3.478 3.817 0.30
H 2.537 -3.923 -2.027 0.32
H -0.920 -6.091 -3.487 0.29
H 4.437 -2.730 -2.828 0.38
```


# 7
Molecular formula: C4HMgO2Rb
Method: DFT, ωB97M-V/def2-TZVPD

Values from the calculation:
E_HOMO (alpha / beta)   -10.6 / -9.6 eV
Kohn-Sham gap (alpha / beta)   0.2337 / 0.1956 hartree
ΔE to the lowest compared entry with this formula, charge and spin   0.0000 eV
Net charge   +1
2S+1   2

```
9
Properties=species:S:1:pos:R:3:mulliken_charge:R:1
Rb -2.872 -0.840 0.110 0.99
Mg 2.561 0.999 0.591 0.51
O 6.191 -0.587 -0.461 -0.35
O 1.152 -0.252 -0.954 -0.51
C 2.800 -1.696 -0.173 -0.20
C 5.043 -0.669 -0.268 0.54
C 3.746 -0.645 -0.062 -0.36
C 1.450 -1.495 -0.591 0.05
H 2.925 -2.706 0.269 0.33
```


# 8
Molecular formula: C4H2F6O2S
Method: DFT, ωB97M-V/def2-TZVPD

Values from the calculation:
E_HOMO (alpha / beta)   -12.2 / -12.2 eV
Kohn-Sham gap (alpha / beta)   0.2775 / 0.2776 hartree
ΔE to the lowest compared entry with this formula, charge and spin   5.0000 eV
2S+1   1

```
15
Properties=species:S:1:pos:R:3:mulliken_charge:R:1
S -0.587 -1.173 0.854 1.05
F 1.513 1.546 1.055 -0.19
F -0.624 2.058 -0.330 -0.28
F 1.542 -1.283 -2.086 -0.41
F 2.746 0.609 -0.508 -0.18
F -0.688 0.679 -2.042 -0.23
F 2.245 -0.485 1.323 -0.28
O -0.355 -0.921 2.212 -0.51
O -0.734 -2.472 0.390 -0.50
C -0.594 0.713 -0.708 1.16
C 0.494 -0.122 -0.188 -0.30
C 1.762 0.445 0.366 0.89
C -1.774 0.035 -0.046 -0.87
H -2.411 0.736 0.537 0.33
H -2.534 -0.364 -0.828 0.33
```


The records above give, respectively, maximum force values of 2.17; 4.77; 2.92; 0.79; 6.55; 4.71; 5.93; 3.76 eV/Å.